# C9H12NP

C9H12NP in the gas phase in a non-equilibrium geometry (the ωB97M-V functional and the def2-TZVPD basis, the Open Molecules 2025 dataset).

Atoms and positions in Å:
C  -1.72  0.07  -0.69
C  -0.52  -0.17  -1.59
C  -0.84  -0.94  -2.91
N  0.45  0.95  -1.62
P  1.21  -0.55  -1.15
C  1.40  -0.35  0.74
C  1.38  -1.46  1.56
C  1.44  -1.21  2.91
C  1.53  0.08  3.44
C  1.68  1.16  2.55
C  1.60  0.92  1.19
H  -1.91  1.19  -0.78
H  -1.57  -0.32  0.31
H  -2.64  -0.52  -1.01
H  -1.96  -1.32  -2.75
H  -0.16  -1.74  -3.15
H  -0.74  -0.27  -3.74
H  0.70  1.23  -2.59
H  1.23  -2.56  1.20
H  1.67  -2.10  3.59
H  1.33  0.28  4.49
H  1.97  2.18  2.87
H  1.54  1.78  0.46

Calculated values
Energy, Eh: -746.178359
LUMO, eV: 1.0
HOMO, Ha: -0.3204
Gap between HOMO and LUMO, eV: 9.75
ΔE to the lowest compared entry with this formula, charge and spin, kJ/mol: 92.6

Results of the Mulliken charge analysis, in e, for atoms 1 through 8: C -1.182; C 1.068; C -1.266; N -0.645; P -0.191; C 0.445; C -0.478; C -0.227